# 1
A cluster of 12 separate species, C4H32N2O12 in total at a distorted geometry. Source: the Open Molecules 2025 dataset; level of theory: ωB97M-V/def2-TZVPD.

Each line ends with the Löwdin charge.
Cartesian coordinates (Å):
C (-0.90621, -1.07946, -3.55500)  0.019
N (-0.43380, -2.33869, -2.89126)  0.193
C (-1.20094, -2.60915, -1.67357)  -0.072
C (-0.81048, -1.71818, -0.55306)  -0.387
N (-1.00842, -1.96819, 0.80184)  0.055
C (-2.17581, -2.72397, 1.15800)  -0.080
O (-0.27514, -0.63766, -0.78333)  0.028
H (-0.48608, -0.20806, -3.10544)  0.050
H (-1.99445, -1.13922, -3.53915)  0.116
H (-0.69638, -1.22315, -4.61049)  0.131
H (0.54389, -2.22947, -2.63725)  0.173
H (-2.25618, -2.81597, -1.89549)  0.159
H (-1.01687, -3.68553, -1.45912)  0.168
H (-0.77537, -1.27702, 1.52494)  0.124
H (-3.00455, -1.98558, 1.05672)  0.106
H (-2.39664, -3.64181, 0.63090)  0.094
H (-2.19507, -2.84142, 2.24148)  0.082
H (0.36253, 1.61489, -3.66426)  0.029
H (1.12386, 0.81162, -2.53099)  0.010
O (1.21994, 1.34039, -3.32431)  -0.038
H (0.27606, 3.49062, 1.74065)  0.003
H (1.66576, 3.19879, 2.00130)  0.029
O (1.13651, 3.93945, 1.67423)  -0.055
H (2.42723, 3.00608, -1.93652)  0.071
H (2.46539, 3.14500, -0.37620)  0.060
O (1.96288, 2.80075, -1.11446)  -0.048
H (-1.72800, 2.56971, -2.82783)  0.064
H (-1.98199, 1.14643, -2.59676)  0.019
O (-2.01164, 1.78164, -3.32867)  -0.046
H (-0.48670, -0.55212, 4.26250)  0.015
H (-0.17923, -2.06531, 3.99398)  0.037
O (-0.05189, -1.33924, 4.60283)  -0.036
H (-0.16226, 1.42912, -0.25628)  -0.020
H (0.37201, 2.75925, -0.62110)  0.023
O (-0.42162, 2.35561, -0.15270)  -0.091
H (1.35628, 1.12461, 1.43903)  -0.002
H (1.34110, -0.02688, 0.33427)  0.010
O (1.70433, 0.26458, 1.18329)  -0.032
H (-0.28333, 0.91583, 2.14481)  0.003
H (-1.15330, 2.10350, 2.25055)  0.054
O (-0.35832, 1.73736, 2.64110)  -0.040
H (4.23055, 0.38752, -2.84825)  0.022
H (4.21181, -0.60381, -4.02441)  0.037
O (4.39258, -0.52873, -3.07928)  -0.058
H (-2.58482, 0.40745, 3.43883)  0.071
H (-2.59994, -1.12740, 3.62577)  0.063
O (-2.29174, -0.42164, 3.04666)  -0.056
H (2.62831, -0.25582, 3.79567)  0.005
H (1.81642, -0.68960, 5.10472)  0.006
O (2.68974, -0.59711, 4.69107)  -0.070

ΔE to the lowest compared entry with this formula, charge and spin	36.7	kcal per mole
net charge	+1
orbital gap (alpha / beta)	8.9 / 3.4	eV
LUMO (alpha / beta)	-3.51 / -9.02	eV
2S+1	2
<S²>	0.75

---

# 2
A cluster of 5 separate species, C11H32BNO9S4 in total at a distorted geometry. Source: the Open Molecules 2025 dataset; level of theory: ωB97M-V/def2-TZVPD.

Each line ends with the Löwdin charge.
Cartesian coordinates (Å):
C (2.20897, -1.89714, 1.08810)  -0.057
C (1.87015, -1.33044, -0.28873)  -0.199
O (0.44997, -1.20685, -0.44026)  0.088
B (-0.05964, -1.67905, -1.61204)  -0.730
O (-0.25260, -0.82492, -2.68705)  0.144
N (-0.47547, -3.05705, -1.80320)  0.256
C (0.31791, -4.05131, -1.23433)  -0.486
O (0.27920, -4.39184, -0.07025)  0.146
O (1.19567, -4.63988, -2.14392)  -0.021
O (2.48447, -4.65641, -1.54538)  0.024
H (1.29456, -1.90505, 1.66018)  0.070
H (2.92469, -1.27654, 1.58623)  0.042
H (2.52144, -2.92780, 0.99493)  0.068
H (2.28420, -1.98233, -1.04843)  0.111
H (2.35321, -0.36690, -0.38890)  0.113
H (-1.01513, -0.26940, -2.51515)  0.081
H (-0.68119, -3.23061, -2.77712)  0.141
H (2.64067, -5.58724, -1.36395)  0.109
C (2.31038, -1.57753, 5.43383)  -0.260
S (1.64108, -0.33626, 4.32211)  0.793
O (2.74804, 0.08633, 3.42579)  -0.553
C (1.49162, 0.95050, 5.56040)  -0.273
H (2.51953, -2.47126, 4.84972)  0.049
H (3.23106, -1.20507, 5.88232)  0.059
H (1.57388, -1.80609, 6.20395)  0.056
H (2.46716, 1.15189, 6.00266)  0.061
H (0.77836, 0.63729, 6.32364)  0.027
H (1.12207, 1.84856, 5.06952)  0.052
C (0.65108, 3.91456, -4.15002)  -0.258
S (0.70784, 2.33133, -3.31451)  0.832
O (-0.71241, 1.92948, -3.08293)  -0.558
C (1.32272, 2.94987, -1.74552)  -0.255
H (0.24813, 3.74180, -5.14686)  0.024
H (0.00520, 4.59639, -3.59613)  0.061
H (1.66154, 4.31682, -4.22299)  0.057
H (0.63351, 3.69662, -1.35146)  0.060
H (2.31194, 3.38213, -1.89321)  0.056
H (1.38879, 2.10944, -1.05705)  0.043
C (-2.52053, 0.85733, 4.81813)  -0.264
S (-2.48413, 1.67034, 6.42052)  0.807
O (-1.40831, 1.01831, 7.21487)  -0.560
C (-4.04647, 1.00483, 7.00552)  -0.272
H (-1.60062, 1.10590, 4.29308)  0.039
H (-2.58361, -0.22187, 4.95655)  0.062
H (-3.37501, 1.22041, 4.24771)  0.055
H (-4.00597, -0.08414, 6.99597)  0.059
H (-4.85308, 1.36343, 6.36660)  0.053
H (-4.20079, 1.35858, 8.02216)  0.049
C (-2.18096, 0.56774, -5.64694)  -0.263
S (-0.74097, 0.75456, -6.69511)  0.810
O (-0.47977, 2.21566, -6.83072)  -0.557
C (-1.53721, 0.22803, -8.21843)  -0.274
H (-1.89999, 0.89626, -4.64895)  0.010
H (-2.99221, 1.18760, -6.03058)  0.063
H (-2.47521, -0.48224, -5.62726)  0.057
H (-2.39061, 0.87313, -8.42692)  0.056
H (-1.85709, -0.80864, -8.11683)  0.051
H (-0.81008, 0.30872, -9.02335)  0.047

orbital gap	9.3	eV
LUMO	0.52	eV

---

# 3
A cluster of 2 separate species, C4H12N2 in total at a distorted geometry. Source: the Open Molecules 2025 dataset; level of theory: ωB97M-V/def2-TZVPD.

Each line ends with the Löwdin charge.
Cartesian coordinates (Å):
C (-1.11237, 3.45183, -0.39178)  -0.041
C (-0.78576, 2.27457, -0.85582)  -0.311
N (-1.53009, 1.10591, -0.61214)  0.028
H (-1.98253, 3.73152, 0.18334)  0.050
H (-0.41955, 4.23687, -0.66377)  0.041
H (-0.11581, 2.22086, -1.70430)  0.103
H (-2.42815, 1.36926, -0.23358)  0.076
H (-1.63382, 0.48122, -1.39394)  0.075
C (0.54307, -1.26100, 1.39267)  -0.145
N (1.51608, -1.80851, 0.47820)  -0.199
C (1.24012, -3.07540, -0.13112)  -0.172
H (0.91607, -1.29431, 2.42600)  0.069
H (0.39557, -0.18938, 1.26750)  0.051
H (-0.40318, -1.75246, 1.19902)  0.074
H (2.44453, -1.44461, 0.43818)  0.093
H (0.81301, -3.78721, 0.58143)  0.073
H (2.12670, -3.57932, -0.52688)  0.072
H (0.62238, -2.97952, -1.02767)  0.065

ΔE to the lowest compared entry with this formula, charge and spin	45.5	kcal per mole
orbital gap	8.9	eV
LUMO	1.06	eV
SMILES	C=CN.CNC

---

# 4
The ion C14H16NO2 with charge +1 at a distorted geometry. Source: the Open Molecules 2025 dataset; level of theory: ωB97M-V/def2-TZVPD.

Each line ends with the Löwdin charge.
Cartesian coordinates (Å):
C (0.68514, 3.21215, 0.25427)  -0.089
C (-0.77987, 3.59663, 0.62149)  -0.120
C (-1.38311, 2.71941, 1.75295)  -0.440
O (-2.35773, 3.09078, 2.34712)  0.153
O (-0.75810, 1.51600, 2.09861)  -0.056
C (-1.45734, 0.36682, 1.62672)  -0.164
C (-1.64980, 0.29281, 0.07586)  -0.075
C (-0.93766, -0.88126, -0.60263)  -0.137
C (-1.63370, -1.60970, -1.56083)  0.023
C (-1.06836, -2.71196, -2.29006)  -0.022
C (0.23495, -3.10429, -2.08038)  -0.001
C (0.97290, -2.37355, -1.09023)  -0.120
C (2.30822, -2.76049, -0.85927)  0.046
N (3.02376, -2.12618, 0.06661)  0.098
C (2.52363, -1.08075, 0.80089)  -0.019
C (1.24804, -0.61542, 0.61187)  0.042
C (0.41390, -1.28223, -0.35939)  -0.066
H (1.40781, 3.65296, 0.96314)  0.086
H (0.83447, 2.13266, 0.11380)  0.043
H (0.89915, 3.68444, -0.72555)  0.082
H (-0.87279, 4.65904, 0.87607)  0.127
H (-1.38927, 3.34123, -0.26916)  0.116
H (-2.45199, 0.33659, 2.11227)  0.137
H (-0.94909, -0.56391, 1.93435)  0.126
H (-2.73158, 0.14281, -0.10029)  0.128
H (-1.37591, 1.21056, -0.47015)  0.119
H (-2.67574, -1.35025, -1.78295)  0.130
H (-1.70295, -3.22024, -3.02066)  0.123
H (0.67415, -3.92571, -2.65218)  0.129
H (2.81912, -3.56514, -1.39818)  0.162
H (3.98771, -2.39958, 0.23837)  0.183
H (3.18572, -0.62521, 1.54187)  0.147
H (0.95635, 0.24099, 1.22567)  0.110

ΔE to the lowest compared entry with this formula, charge and spin	0.0	kcal per mole
net charge	+1
orbital gap	8.2	eV
LUMO	-4.64	eV
SMILES	CCC(=O)OCCc1cccc2c[nH+]ccc12

---

# 5
An isolated molecule of C3H4N2O at a distorted geometry. Source: the Open Molecules 2025 dataset; level of theory: ωB97M-V/def2-TZVPD.

Each line ends with the Löwdin charge.
Cartesian coordinates (Å):
N (-1.82799, -0.03737, -0.38954)  0.102
C (-0.46409, -0.21017, -0.17324)  -0.414
C (0.57076, 0.78190, -0.05759)  -0.013
C (1.64157, 0.04412, 0.29548)  -0.142
O (1.36905, -1.25410, 0.28106)  -0.043
N (0.01967, -1.41626, 0.00276)  0.096
H (-2.21513, 0.72008, 0.15951)  0.090
H (-2.33865, -0.89492, -0.20018)  0.092
H (0.73419, 1.71926, -0.55071)  0.102
H (2.62746, 0.36015, 0.60088)  0.127

ΔE to the lowest compared entry with this formula, charge and spin	49.1	kcal per mole
orbital gap	10.4	eV
LUMO	1.04	eV
SMILES	Nc1ccon1

---

# 6
A structure of composition C10H30O5 at a distorted geometry. Source: the Open Molecules 2025 dataset; level of theory: ωB97M-V/def2-TZVPD.

Each line ends with the Löwdin charge.
Cartesian coordinates (Å):
C (1.46438, 2.70195, -2.71910)  -0.066
C (0.54877, 2.62476, -1.39676)  -0.294
O (-0.42171, 3.62387, -1.56190)  -0.073
H (1.68439, 3.71902, -3.04353)  0.061
H (1.01535, 2.28109, -3.61873)  0.065
H (2.41802, 2.21352, -2.51884)  0.064
H (1.27553, 2.72665, -0.59082)  0.110
H (0.12226, 1.64236, -1.19416)  0.039
H (-0.03599, 4.49130, -1.70472)  0.081
C (-0.05650, -0.20493, -1.74413)  -0.143
C (-0.47454, -0.53395, -0.34653)  -0.274
O (0.68362, -0.71290, 0.43646)  -0.168
H (0.77130, 0.50363, -1.71584)  0.058
H (-0.79162, 0.45897, -2.19904)  0.062
H (0.10907, -1.07350, -2.38153)  0.107
H (-0.97696, -1.50077, -0.31612)  0.133
H (-1.14653, 0.14854, 0.17381)  0.104
H (0.53391, -1.27340, 1.20133)  -0.296
C (-0.28414, 0.21423, 3.24333)  -0.055
C (-0.84902, -0.85088, 2.36162)  -0.209
O (0.12243, -1.80530, 1.94294)  0.009
H (0.43933, 0.80781, 2.68447)  0.084
H (0.07845, -0.17604, 4.19429)  0.082
H (-1.09146, 0.84788, 3.61052)  0.088
H (-1.34290, -0.42037, 1.49050)  0.089
H (-1.53646, -1.38348, 3.01876)  0.137
H (-0.13107, -2.67128, 2.27067)  0.175
C (2.53771, -1.53167, 3.21051)  -0.049
C (2.47835, -0.87007, 1.75995)  -0.249
O (3.82957, -0.92936, 1.20877)  -0.091
H (3.18224, -0.92896, 3.85036)  0.065
H (3.19643, -2.39275, 3.32338)  0.067
H (1.54936, -1.68058, 3.64538)  0.042
H (2.22057, 0.18897, 1.75069)  0.107
H (1.84438, -1.42657, 1.06967)  0.076
H (3.73828, -0.82298, 0.25905)  0.069
C (-2.18584, -0.88795, -2.87089)  -0.095
C (-3.32243, -0.32212, -1.96796)  -0.302
O (-3.76976, -1.25950, -1.04752)  -0.082
H (-1.29720, -1.23302, -2.34236)  0.004
H (-1.84338, -0.13015, -3.57556)  0.088
H (-2.63654, -1.67142, -3.48011)  0.083
H (-4.18372, 0.04786, -2.52421)  0.112
H (-2.92973, 0.46154, -1.32008)  0.099
H (-4.53618, -1.01010, -0.52599)  0.088

ΔE to the lowest compared entry with this formula, charge and spin	207.7	kcal per mole
orbital gap	9.3	eV
LUMO	0.34	eV

---

no.,energy (eV)
1,-32207.5188
2,-75858.0749
3,-7321.0571
4,-20356.1448
5,-8201.7568
6,-21084.1834